[1]
Computed, not measured: a 2-piece molecular cluster, C2H2O3S overall in a non-equilibrium geometry, with ωB97M-V/def2-TZVPD.

**Frontier orbital gap**: 10.71 eV
**Lowest unoccupied orbital energy**: 0.471 eV
**Structure (SMILES)**: O=C=O.O=CS

Last column: Löwdin charge in e.
Geometry (Å):
1 O 0.73 0.09 -2.18  0.03
2 H 0.63 1.48 -0.74  0.04
3 H -0.46 -1.62 -0.40  -0.13
4 O 2.56 1.36 0.47  0.18
5 S -0.22 -0.47 0.21  0.80
6 O 2.89 -0.71 1.41  0.20
7 C 0.50 0.52 -1.12  -0.66
8 C 2.82 0.32 0.90  -0.46

[2]
Computed, not measured: one molecule with the formula C26H40O3, with ωB97M-V/def2-TZVPD.

**Frontier orbital gap**: 9.88 eV
**Lowest unoccupied orbital energy**: 0.618 eV
**Structure (SMILES)**: CCCCCCC(=O)O[C@H]1CC[C@H]2[C@@H]3CCC4=CC(=O)CC[C@]4(C)[C@H]3CC[C@]12C

Last column: Löwdin charge in e.
Geometry (Å):
1 C -0.74 -1.30 -0.48  -0.23
2 H 0.64 1.37 1.21  0.12
3 C 1.57 -0.87 -0.47  -0.24
4 H -1.74 2.02 1.20  0.11
5 H -3.66 0.50 3.03  0.09
6 C -0.07 0.85 0.56  -0.11
7 C 1.39 -2.30 -1.02  -0.09
8 H -0.24 -3.36 -0.02  0.12
9 H 6.68 -1.08 -1.56  0.11
10 C 6.74 1.05 -1.30  -0.21
11 H 1.28 -0.71 2.32  0.09
12 C -0.10 -2.64 -0.83  -0.13
13 H -2.54 0.65 -0.67  0.15
14 H -0.05 1.34 -0.41  0.13
15 H -2.86 -3.09 -0.75  0.12
16 H 2.03 -2.97 -0.46  0.12
17 C 0.32 -0.61 0.40  -0.40
18 C 3.46 0.37 0.24  -0.50
19 H -0.53 -3.07 -1.73  0.11
20 H -0.37 -1.29 2.35  0.08
21 C -4.47 1.80 0.95  -0.13
22 H 7.61 1.18 1.43  0.05
23 O 3.07 1.37 -0.31  0.12
24 H 7.74 2.77 0.68  0.08
25 H 8.77 1.74 -1.33  0.10
26 C -2.53 0.21 0.33  -0.20
27 C -4.85 -0.44 -0.05  -0.16
28 H -0.80 -0.72 -1.41  0.16
29 H 6.65 -0.76 0.90  0.10
30 H -5.14 3.42 -0.32  0.12
31 C 8.17 1.77 0.71  -0.11
32 C -4.09 -0.21 2.33  -0.02
33 C -2.13 -1.27 0.16  -0.23
34 H 9.19 1.85 1.06  0.07
35 H -1.47 0.58 2.18  0.11
36 H 4.53 -0.12 2.01  0.13
37 C -5.87 1.57 -1.08  -0.41
38 C -1.48 0.96 1.16  -0.12
39 H -2.07 -1.76 1.14  0.14
40 H -5.27 -2.41 -0.77  0.12
41 H 1.61 -0.13 -1.28  0.16
42 H 6.81 1.23 -2.37  0.11
43 H -3.13 -1.63 -1.71  0.13
44 C 5.72 -0.70 0.32  -0.19
45 C 6.04 -0.30 -1.12  -0.20
46 O 2.80 -0.79 0.25  0.03
47 H -5.38 1.81 1.55  0.13
48 H -4.59 -2.37 0.86  0.12
49 H 1.68 -2.34 -2.06  0.11
50 H -6.33 -0.49 -1.54  0.12
51 H 0.90 -2.29 1.66  0.09
52 O -6.75 2.05 -1.77  0.08
53 C -3.14 -2.03 -0.70  -0.12
54 H 8.58 0.14 -0.63  0.10
55 H 5.27 -1.70 0.31  0.11
56 C 0.54 -1.27 1.76  0.01
57 C -4.55 -1.91 -0.12  -0.12
58 H 6.10 1.84 -0.89  0.10
59 H 5.11 -0.29 -1.69  0.11
60 H 5.19 1.25 1.10  0.11
61 C -4.80 2.39 -0.41  -0.10
62 H -3.92 2.39 -1.06  0.13
63 C -5.72 0.12 -0.90  0.05
64 C -3.97 0.34 0.90  -0.40
65 H -3.58 -1.16 2.45  0.08
66 C 8.14 1.14 -0.68  -0.26
67 C 4.75 0.26 1.02  -0.09
68 H -3.74 2.43 1.47  0.11
69 H -5.14 -0.35 2.58  0.10

[3]
Computed, not measured: one molecule with the formula C5H11N in a non-equilibrium geometry, with ωB97M-V/def2-TZVPD.

**Frontier orbital gap**: 9.29 eV
**Lowest unoccupied orbital energy**: 1.119 eV
**Structure (SMILES)**: CCC/C=C/N

Last column: Löwdin charge in e.
Geometry (Å):
1 C 0.93 -0.22 1.51  -0.26
2 C -1.11 -0.43 -1.41  -0.24
3 H 1.25 1.91 2.05  0.07
4 H 1.65 -0.57 0.59  0.13
5 C -0.65 0.39 -0.44  -0.16
6 H -0.09 -0.21 -3.10  0.06
7 H -2.11 -1.11 -1.12  0.16
8 C -0.56 0.01 0.98  -0.24
9 N -0.90 -0.68 -2.79  0.03
10 H 2.47 0.75 2.77  0.06
11 H 0.78 -0.98 2.31  0.10
12 H -0.16 1.26 -0.82  0.09
13 H -1.19 -0.87 1.26  0.11
14 C 1.84 0.98 1.92  -0.14
15 H -0.80 0.70 1.84  0.11
16 H 2.51 1.13 1.07  0.05
17 H -0.71 -1.65 -2.69  0.07

[4]
Computed, not measured: C37H55IrN7O8S3Si as an isolated structure, with ωB97M-V/def2-TZVPD.

**Spin multiplicity**: 2
**Expectation value of S²**: 0.7570
**Frontier orbital gap (alpha / beta)**: 7.91 / 6.95 eV
**Lowest unoccupied orbital energy (alpha / beta)**: -0.338 / -1.246 eV

Last column: Löwdin charge in e.
Geometry (Å):
1 H -0.36 2.28 3.57  0.07
2 H 1.71 4.95 0.89  0.06
3 H 2.14 3.88 -1.05  0.07
4 H 0.44 -4.15 -6.96  0.10
5 C -4.71 1.66 -5.80  -0.08
6 H -4.07 -0.26 5.18  0.14
7 H -1.57 2.08 -4.56  0.11
8 H 3.16 -1.49 2.75  0.09
9 O -7.14 -0.22 2.80  0.07
10 N -1.55 -0.47 4.70  -0.34
11 C 2.73 -0.83 1.99  -0.11
12 C -4.04 -0.24 -4.49  -0.07
13 O -0.81 -1.42 4.54  0.07
14 H 2.26 2.28 -1.85  0.06
15 C 3.25 2.37 0.11  -0.57
16 H 4.93 3.72 0.21  0.09
17 H 3.40 -0.82 1.12  0.07
18 H 2.81 -5.35 -1.50  0.08
19 S -0.57 -1.95 -0.28  0.78
20 C -0.45 2.92 2.69  -0.09
21 C -2.53 1.63 -4.78  -0.07
22 C 1.57 0.35 3.79  -0.10
23 C 0.76 4.55 1.23  -0.09
24 H -5.45 2.17 -6.40  0.10
25 O -0.51 0.54 -3.04  -0.56
26 C -3.08 -0.11 -0.08  -0.61
27 H 1.88 3.04 4.09  0.06
28 H -1.12 -4.90 -5.20  0.10
29 H -1.09 2.37 2.00  0.04
30 H -1.47 3.41 0.26  0.05
31 H 0.58 0.08 3.44  0.03
32 H 2.08 -5.86 0.03  0.07
33 C -2.18 -0.10 2.30  -0.31
34 C 4.07 3.47 0.84  -0.10
35 N -6.26 -0.20 3.64  -0.36
36 H -0.39 -3.81 3.32  0.12
37 H 4.89 1.00 0.62  0.06
38 N -0.29 2.37 -0.96  -0.15
39 C -1.74 -4.65 1.84  -0.07
40 H -0.41 2.01 -1.92  0.06
41 H 4.46 3.14 1.80  0.06
42 N 1.82 -3.10 -0.33  0.02
43 H 3.91 0.42 -0.72  0.02
44 C 0.92 3.29 2.12  -0.57
45 C 4.31 1.31 -0.25  -0.10
46 H 3.52 4.39 1.00  0.06
47 C 2.98 -3.88 0.07  -0.23
48 H 4.67 1.07 2.49  0.06
49 C -3.29 -0.15 1.39  -0.05
50 H 1.95 -0.47 4.41  0.10
51 H 2.77 4.11 3.01  0.06
52 S 3.11 -1.23 -3.03  0.65
53 O -2.04 0.60 -0.48  -0.30
54 C -4.88 -0.20 3.19  -0.14
55 C -3.49 2.27 -5.55  -0.07
56 H 1.49 1.22 4.44  0.07
57 H 3.84 -5.84 -0.15  0.08
58 N 0.49 -3.67 1.46  0.04
59 H 1.12 -1.78 -7.10  0.11
60 C 0.68 -2.98 0.34  -0.70
61 H 4.14 0.32 3.98  0.09
62 H -2.24 2.57 -0.89  0.08
63 O -1.55 0.25 5.68  0.10
64 H -1.11 -2.62 2.25  0.07
65 H 0.12 4.45 0.36  0.05
66 H 3.78 2.01 3.67  0.07
67 H -3.28 3.25 -5.95  0.11
68 C 0.42 -2.10 -6.33  -0.07
69 C 2.92 -5.32 -0.41  -0.07
70 H -1.34 -5.66 1.85  0.07
71 C -1.34 -2.94 -4.35  -0.08
72 C -0.08 -1.18 -5.44  -0.07
73 H 3.64 3.35 -1.77  0.09
74 H -4.26 -1.20 -4.03  0.12
75 C -4.99 0.41 -5.27  -0.07
76 H 3.09 -3.82 1.15  0.11
77 H -2.01 -3.25 -3.56  0.11
78 H 1.78 -1.25 1.68  0.04
79 N 1.64 -0.03 -1.00  -0.17
80 H 0.29 5.32 1.85  0.09
81 C 2.52 0.55 2.61  -0.59
82 Ir -0.02 0.45 -0.10  1.18
83 H -2.09 -4.41 0.83  0.07
84 C 2.22 -0.53 -1.89  -0.95
85 H 0.52 2.98 -0.98  0.04
86 O -3.87 -0.60 -0.85  0.08
87 O -6.46 -0.19 4.84  0.07
88 C -2.56 -0.24 3.67  -0.06
89 C -4.59 -0.21 1.83  0.08
90 C 0.04 -3.43 -6.25  -0.08
91 C -0.71 -3.63 2.29  -0.24
92 H 1.27 4.64 3.75  0.09
93 C -0.97 -1.61 -4.46  -0.37
94 N -1.45 3.19 -0.73  0.03
95 H 1.85 -2.66 -1.24  0.05
96 H -2.61 -4.62 2.51  0.08
97 H 1.19 -4.35 1.70  0.13
98 H -0.97 3.83 3.00  0.09
99 C -3.86 -0.22 4.12  0.08
100 C -0.84 -3.85 -5.27  -0.08
101 H -5.39 -0.25 1.10  0.14
102 C 1.77 3.78 3.31  -0.09
103 H 0.22 -0.14 -5.46  0.12
104 H 5.01 1.76 -0.95  0.09
105 Si 1.78 1.74 1.27  0.89
106 H 3.85 -3.37 -0.34  0.12
107 C 3.86 1.03 3.20  -0.08
108 H -5.95 -0.05 -5.45  0.11
109 S -1.61 -0.47 -3.25  1.00
110 O -0.95 0.04 1.96  -0.23
111 C -2.82 0.38 -4.27  -0.36
112 C 2.77 3.00 -1.21  -0.10

Summary of energy above the lowest of the compared OMol25 structures with the same formula, charge and spin in eV
0.279; 0.202; 2.749; 0.623
(order as listed above)
Summary of E in Ha
-701.3302; -1240.4910; -251.7615; -4016.3110
(order as listed above)